24
Properties=species:S:1:pos:R:3:forces:R:3 method="wB97M-V/def2-TZVPD" e_tot_ev=-11481.9582 gap_ev=9.6 max_force_ha_per_bohr=0.047 smiles=NCCCCN.O.O e_lumo_ev=0.62
C -0.6263 -0.4754 -1.9495 1.221 -0.037 2.106
C 0.3867 -1.3523 -1.1146 0.473 0.139 -0.297
C 0.3843 -1.1987 0.4063 0.066 0.238 -0.280
C 1.3956 -0.1442 0.8597 0.445 -0.086 0.884
N 1.1527 0.4596 2.1649 0.172 0.363 0.195
N -1.5576 0.2325 -1.0430 -0.871 -0.650 -0.457
H -0.0502 0.3309 -2.3980 -0.202 -0.431 -0.930
H -1.0561 -1.2350 -2.5907 -0.454 0.706 -0.828
H 0.2955 -2.3825 -1.4580 -0.345 -0.163 0.372
H 1.4193 -1.1239 -1.4057 -0.128 0.198 -0.265
H 0.6635 -2.1442 0.8703 -0.099 -0.089 0.048
H -0.5807 -0.9033 0.7966 -0.285 -0.161 -0.131
H 2.3551 -0.6449 0.9530 0.316 -0.203 -0.189
H 1.6018 0.6543 0.1490 -0.438 0.013 -0.168
H 0.7465 -0.1590 2.8513 0.167 -0.235 -0.069
H 0.5774 1.2879 2.1588 -0.155 -0.069 -0.251
H -2.2021 0.7980 -1.5917 0.321 0.235 -0.149
H -2.1975 -0.4752 -0.6895 0.065 -0.038 0.377
H 0.8363 2.7951 -0.4133 0.049 0.148 -0.058
H 0.6854 1.8376 -1.5655 0.116 0.348 0.027
O 1.0806 2.6933 -1.3406 -0.207 -0.361 0.073
H -1.9804 0.7724 1.4643 0.130 -0.019 -0.061
H -1.4244 -0.2266 2.4748 -0.042 0.075 -0.031
O -1.9055 0.6036 2.4111 -0.315 0.079 0.082

---

36
Properties=species:S:1:pos:R:3:forces:R:3 method="wB97M-V/def2-TZVPD" e_tot_ev=-37218.3186 gap_ev=8.5 max_force_ha_per_bohr=0.098 e_lumo_ev=-0.47
O 0.9387 -1.0210 -3.5129 -0.219 1.433 0.140
O -0.2856 -0.9688 5.5554 -0.637 -0.465 -1.853
O 1.0464 0.6458 4.3755 -1.439 -0.942 -1.569
N 0.9397 2.8987 -4.8620 0.115 1.632 1.895
O -0.0882 0.7845 1.5598 -0.375 -0.996 -0.022
C 0.9215 0.0129 -2.8235 0.044 -3.173 -1.037
C 1.0128 1.6441 -4.6273 -0.290 3.724 -3.412
C -0.2230 -1.1008 -0.9247 1.499 1.268 -1.768
C 0.6691 -0.1505 -1.3724 -0.461 0.029 1.561
C -1.2515 -3.2548 1.9028 0.608 0.674 -0.684
C -1.0412 -2.7353 0.6198 0.236 -0.102 0.994
C -0.9191 -2.4657 3.0113 -0.750 -0.227 -0.511
C -0.3500 -0.5729 1.5798 0.064 0.492 -0.534
C -0.5611 -1.4240 0.4627 0.139 0.180 -0.699
C -0.4741 -1.1499 2.8426 -0.135 0.024 0.876
N 0.9300 0.8445 -5.6721 -0.103 -3.755 -0.551
N 1.1543 1.2445 -3.3556 -0.059 -0.613 2.555
C 0.1906 1.4965 0.3469 -0.474 -0.210 0.282
C 1.3191 0.8579 -0.3997 -0.008 -1.177 -1.617
C -1.5630 0.9713 4.4520 0.143 0.021 0.065
S -0.1865 -0.1558 4.3372 1.755 1.031 3.438
H 0.7330 3.2090 -5.8081 0.199 -0.681 0.194
H -0.6408 -1.7606 -1.7122 0.234 0.482 0.648
H -1.5918 -4.2748 1.9973 -0.093 0.019 0.273
H -1.1662 -3.3675 -0.2759 -0.057 0.489 0.585
H -1.1655 -2.8815 3.9811 0.508 0.353 0.210
H 1.0184 -0.1376 -5.4860 0.044 -0.430 -0.151
H 1.2185 1.1561 -6.5757 -0.021 0.326 0.010
H 1.1074 2.0242 -2.7251 -0.057 0.326 0.005
H 0.4864 2.4780 0.6304 0.039 0.792 0.791
H -0.7123 1.6097 -0.2929 0.444 -0.306 0.482
H 2.0566 0.3437 0.2374 -0.475 0.212 0.133
H 1.9136 1.6066 -0.9484 -0.298 -0.201 0.175
H -1.5952 1.3547 5.4869 0.171 -0.522 -0.408
H -2.4670 0.4342 4.1942 -0.228 0.031 0.013
H -1.3739 1.8046 3.8011 -0.064 0.260 -0.509

---

16
Properties=species:S:1:pos:R:3:forces:R:3 method="wB97M-V/def2-TZVPD" e_tot_ev=-9876.3726 gap_ev=10.4 max_force_ha_per_bohr=0.019 e_lumo_ev=0.94
C 2.0658 0.6727 -0.2700 0.118 0.143 -0.115
O 1.2339 -0.0874 0.5880 0.410 -0.551 0.668
C -0.0368 0.2048 1.1509 0.048 0.098 -0.006
C -1.0447 -0.3018 0.1550 -0.081 0.165 -0.412
N -1.5722 0.4554 -0.7237 0.032 -0.434 0.228
O -1.2236 1.7934 -0.4925 -0.007 0.366 -0.292
C -1.1774 -1.7899 0.0238 -0.018 -0.019 -0.094
H 2.1907 0.1449 -1.2268 -0.220 0.068 0.192
H 1.7751 1.7034 -0.5013 -0.404 -0.169 0.335
H 3.0534 0.6977 0.2065 -0.141 0.107 -0.081
H -0.2124 1.2456 1.4378 0.299 -0.089 -0.270
H -0.1148 -0.3993 2.0665 0.222 0.100 -0.232
H -1.4397 2.2195 -1.3284 -0.159 -0.029 0.077
H -1.7513 -2.2546 0.8357 0.074 0.248 -0.091
H -0.1623 -2.2001 0.0626 -0.154 -0.038 -0.023
H -1.6305 -2.0551 -0.9324 -0.019 0.035 0.116

---

17
Properties=species:S:1:pos:R:3:forces:R:3 method="wB97M-V/def2-TZVPD" e_tot_ev=-7297.4967 gap_ev=8.8 charge=+1 max_force_ha_per_bohr=0.076 e_lumo_ev=-5.15
C -1.2955 -0.3024 0.4040 0.517 0.121 -1.026
C 0.2985 0.9515 1.1215 1.366 -0.511 1.957
C -0.0503 -0.5119 1.1922 3.096 -1.502 0.554
C 0.5603 0.1354 -2.3900 -0.619 0.233 -1.598
N 0.7003 -1.5157 1.5915 -0.238 1.062 0.346
N -0.8483 1.1087 0.3444 -3.200 1.011 -2.025
H -1.5023 -0.8475 -0.5827 0.497 0.626 1.493
H -2.1299 -0.3909 1.0641 -0.854 -0.445 0.546
H 0.4363 1.4890 2.0994 -0.274 -0.337 -0.883
H 1.1801 1.0973 0.4787 0.322 -0.192 0.501
H 1.4978 -0.2649 -2.1413 1.104 -1.306 -0.115
H 0.0714 -0.1238 -3.3512 0.720 -0.190 0.683
H -0.1085 0.0903 -1.6006 -1.279 -0.748 1.257
H 0.4805 -2.4490 1.2430 0.089 0.042 0.572
H 1.5313 -1.3837 2.2641 -1.662 -0.213 -1.716
H 0.7407 1.1621 -2.3715 0.350 2.040 -0.584
H -1.5623 1.7556 0.6343 0.064 0.309 0.041